[1]
Molecular formula: HIN3P3
Method: DFT, ωB97M-V with the def2-TZVPD basis set

Its orbital gap is 7.18 eV. The energy above the lowest of the compared OMol25 structures with the same formula, charge and spin comes out at 78.6 kcal/mol.

```
! wB97M-V def2-TZVPD RIJCOSX def2/J DEFGRID3
* xyz 0 1
N 0.92110 -1.38775 -0.75819
N 0.34550 0.49578 0.54502
N -1.90222 1.43871 0.72961
P -0.38912 -1.98591 -1.19784
P -0.48275 1.58347 1.36330
P 1.72483 -0.37982 0.31500
I -2.22903 -0.28534 -0.30895
H 2.01169 0.52086 -0.68796
*
```

And the Mulliken charges, in e, turn out to be:
1 N -0.02
2 N -0.08
3 N -0.44
4 P 0.17
5 P 0.07
6 P -0.04
7 I 0.28
8 H 0.06

=====

[2]
Molecular formula: C24H19N4O5RuS2
Method: DFT, ωB97M-V with the def2-TZVPD basis set

Its orbital gap (alpha / beta) is 5.43 / 5.42 eV.

```
! wB97M-V def2-TZVPD RIJCOSX def2/J DEFGRID3
* xyz 1 1
Ru -0.54575 0.04433 -0.74764
O 3.12017 4.01800 -0.93139
C 3.81325 2.87438 -1.00167
C 5.20531 2.97294 -0.95407
C 5.98842 1.84327 -1.02370
C 5.41258 0.57626 -1.14238
C 4.04475 0.46472 -1.18679
C 3.21993 1.60080 -1.11526
C 1.77788 1.42321 -1.14678
O 1.30711 0.15056 -1.18242
N 0.97354 2.43574 -1.12616
N -0.34585 2.01957 -1.06152
C -1.27302 2.89099 -1.20739
C -2.66821 2.53826 -1.24033
C -3.59926 3.58590 -1.31036
C -4.95318 3.34003 -1.36230
C -5.40072 2.02331 -1.35657
C -4.49925 0.97484 -1.30249
C -3.13346 1.21749 -1.24578
O -2.34787 0.09409 -1.20403
H 2.16722 3.81772 -0.98658
H 5.64035 3.95846 -0.86341
H 7.06524 1.94278 -0.98722
H 6.03470 -0.30545 -1.19853
H 3.57751 -0.50576 -1.27648
H -0.98505 3.93164 -1.33398
H -3.23082 4.60426 -1.32168
H -5.65559 4.15953 -1.41147
H -6.46009 1.81002 -1.40156
H -4.83452 -0.05362 -1.30638
O -0.26479 1.08989 3.52733
C -0.30979 -0.18340 3.97332
C -0.26340 -0.33789 5.35999
C -0.30158 -1.59197 5.92182
C -0.38738 -2.73218 5.11954
C -0.43365 -2.59162 3.75537
C -0.39578 -1.32226 3.15317
C -0.44784 -1.24928 1.69744
O -0.43287 -0.02674 1.10606
N -0.50066 -2.30602 0.95271
N -0.57686 -1.95868 -0.37963
C -0.54181 -2.95726 -1.22312
S -0.33704 -4.58611 -0.72268
C -0.60324 -5.26327 -2.39590
C -0.07797 -4.26350 -3.40704
S -0.68683 -2.62470 -2.90427
H -0.29719 1.11701 2.56218
H -0.19611 0.55439 5.96666
H -0.26466 -1.69288 6.99846
H -0.41738 -3.71433 5.56891
H -0.50059 -3.45915 3.11438
H -1.66979 -5.44220 -2.52336
H -0.06902 -6.20991 -2.45375
H -0.44938 -4.46478 -4.40993
H 1.01029 -4.23141 -3.42134
*
```

And the Mulliken charges, in e, turn out to be:
1 Ru 0.66
2 O -0.63
3 C 0.36
4 C -0.66
5 C -0.35
6 C -0.80
7 C -0.46
8 C 0.29
9 C 1.32
10 O -0.70
11 N -1.05
12 N 0.26
13 C -0.16
14 C 0.49
15 C -0.79
16 C -0.72
17 C -0.50
18 C -0.41
19 C 0.70
20 O -0.53
21 H 0.51
22 H 0.45
23 H 0.39
24 H 0.43
25 H 0.41
26 H 0.39
27 H 0.38
28 H 0.42
29 H 0.40
30 H 0.47
31 O -0.65
32 C 0.54
33 C -0.73
34 C -0.33
35 C -0.78
36 C -0.51
37 C 0.20
38 C 1.13
39 O -0.89
40 N -0.88
41 N 0.76
42 C 0.20
43 S 0.03
44 C -0.61
45 C -0.63
46 S 0.00
47 H 0.35
48 H 0.46
49 H 0.39
50 H 0.42
51 H 0.49
52 H 0.34
53 H 0.41
54 H 0.39
55 H 0.32

=====

[3]
Molecular formula: C12H24NO2
Method: DFT, ωB97M-V with the def2-TZVPD basis set

Its orbital gap (alpha / beta) is 8.42 / 9.97 eV. The energy above the lowest of the compared OMol25 structures with the same formula, charge and spin comes out at 0.0 kcal/mol. As for the expectation value of S²: 0.754.

```
! wB97M-V def2-TZVPD RIJCOSX def2/J DEFGRID3
* xyz 0 2
C -2.10896 -1.54818 1.01232
C -2.11398 -0.39451 0.00579
C -3.55005 0.08792 -0.15050
C -1.21350 0.75051 0.48371
C 0.26628 0.38705 0.50388
C 1.09799 1.56049 1.02167
C 2.59929 1.29311 1.07099
C 3.32913 2.30807 1.93471
O 2.93015 2.18332 3.30085
C 0.69919 -0.02715 -0.89895
C -0.16180 -1.10490 -1.58758
C 0.19257 -2.52050 -1.11328
C 0.09926 -1.03932 -3.08897
N -1.61505 -0.82304 -1.34688
O -2.30484 -0.44522 -2.35227
H -2.56842 -1.19515 1.93781
H -1.11527 -1.90561 1.26690
H -2.69999 -2.38677 0.64043
H -4.16742 -0.68014 -0.61521
H -3.61335 0.98078 -0.76887
H -3.94971 0.31067 0.84080
H -1.35973 1.60007 -0.19419
H -1.54464 1.07276 1.47638
H 0.42494 -0.44993 1.19585
H 0.76125 1.81132 2.03222
H 0.90165 2.44189 0.39840
H 2.78661 0.29606 1.48638
H 3.03321 1.30235 0.06635
H 3.07962 3.32424 1.61244
H 4.41097 2.19064 1.83045
H 3.67249 1.87164 3.81593
H 1.73185 -0.38431 -0.89482
H 0.67912 0.87338 -1.52615
H 1.27759 -2.64145 -1.09150
H -0.18550 -2.75785 -0.12379
H -0.21866 -3.25735 -1.80458
H 1.15461 -1.26423 -3.26115
H -0.50844 -1.76645 -3.62501
H -0.12846 -0.05418 -3.49055
*
```

And the Mulliken charges, in e, turn out to be:
1 C -1.84
2 C 1.69
3 C -1.83
4 C -1.74
5 C 1.44
6 C -1.35
7 C -0.29
8 C -0.74
9 O -0.52
10 C -1.88
11 C 1.58
12 C -1.52
13 C -1.86
14 N 0.68
15 O -0.69
16 H 0.41
17 H 0.35
18 H 0.40
19 H 0.45
20 H 0.39
21 H 0.41
22 H 0.42
23 H 0.44
24 H 0.12
25 H 0.38
26 H 0.38
27 H 0.32
28 H 0.33
29 H 0.29
30 H 0.42
31 H 0.31
32 H 0.41
33 H 0.40
34 H 0.35
35 H 0.26
36 H 0.41
37 H 0.38
38 H 0.46
39 H 0.41

=====

[4]
Molecular formula: C17H37N2O10P2
Method: DFT, ωB97M-V with the def2-TZVPD basis set

Its orbital gap is 4.98 eV.

```
! wB97M-V def2-TZVPD RIJCOSX def2/J DEFGRID3
* xyz -1 1
C 2.93034 2.74981 4.36211
C 2.48648 2.67254 3.24995
C 2.04935 2.51950 1.88274
P 3.62713 2.18011 0.72018
C 3.65661 0.33037 1.30155
C 3.03776 -0.72426 0.39769
C 3.28510 -2.18808 0.90566
O 3.78806 -2.32063 2.22568
C 3.75842 4.05667 0.33629
O 5.14832 4.44059 0.31684
C 5.44542 5.48757 -0.56526
N 2.55741 1.84796 -0.74717
C 3.12572 2.01781 -2.08368
C 1.24347 2.33740 -0.74904
C 0.10402 1.38620 -0.43504
O 0.94222 3.48072 -1.06237
P 5.61754 1.90174 -0.46109
N 6.79423 1.96062 0.82350
O 5.76514 0.27018 -0.89914
H 3.15649 2.59631 5.38984
H 1.36390 1.67601 1.89186
H 1.54947 3.46016 1.64678
H 4.47515 2.45707 1.87639
H 4.70876 0.11442 1.50306
H 3.16698 0.22809 2.26946
H 3.44014 -0.69909 -0.60803
H 1.96026 -0.58906 0.41924
H 3.98951 -2.66547 0.21701
H 2.36441 -2.76138 0.82377
H 4.73527 -2.18060 2.20640
H 3.28907 4.65424 1.12203
H 3.30427 4.34841 -0.61165
H 4.59026 6.13320 -0.76224
H 5.85959 5.08831 -1.49601
H 6.22364 6.11109 -0.11750
H 2.30266 2.08059 -2.80249
H 3.68938 2.93869 -2.23192
H 3.70596 1.15401 -2.39857
H -0.76154 1.71311 -1.00535
H 0.32906 0.37630 -0.76598
H -0.16922 1.40816 0.61420
H 7.59530 2.41706 0.40239
H 6.46601 2.61508 1.52883
H 6.11768 -0.20631 -0.13451
C -4.26948 -2.92993 -2.23706
O -3.73445 -1.67905 -1.80075
C -4.61067 -0.67860 -1.78067
O -5.77158 -0.75067 -2.09543
O -3.98564 0.41274 -1.35246
C -4.80727 1.57827 -1.27873
H -3.44946 -3.64048 -2.20329
H -5.06336 -3.26479 -1.57181
H -4.64194 -2.85345 -3.25689
H -5.62750 1.42666 -0.57950
H -5.19429 1.83833 -2.26199
H -4.16775 2.37846 -0.91872
C -7.90385 -3.42471 0.39663
O -8.72676 -4.58245 0.57074
C -8.13240 -5.72443 0.23866
O -7.01134 -5.84368 -0.17898
O -8.99515 -6.71999 0.44714
C -8.48066 -8.01347 0.12840
H -8.50057 -2.56878 0.69589
H -7.01912 -3.48518 1.02732
H -7.61519 -3.31093 -0.64624
H -7.61402 -8.24521 0.74431
H -8.21620 -8.07316 -0.92551
H -9.27658 -8.72071 0.34254
*
```

And the Mulliken charges, in e, turn out to be:
1 C -0.07
2 C -0.81
3 C -1.17
4 P 0.58
5 C -1.62
6 C 0.55
7 C -0.87
8 O -0.55
9 C -1.04
10 O -0.19
11 C -0.84
12 N 0.33
13 C -1.22
14 C 0.50
15 C -1.41
16 O -0.61
17 P 0.04
18 N -0.71
19 O -0.49
20 H 0.48
21 H 0.26
22 H 0.63
23 H 0.50
24 H 0.54
25 H 0.57
26 H 0.07
27 H -0.08
28 H 0.29
29 H 0.39
30 H 0.34
31 H 0.20
32 H 0.60
33 H 0.34
34 H 0.28
35 H 0.28
36 H 0.41
37 H 0.36
38 H 0.32
39 H 0.47
40 H 0.22
41 H 0.19
42 H 0.35
43 H 0.35
44 H 0.25
45 C -0.48
46 O -0.28
47 C 0.77
48 O -0.58
49 O -0.22
50 C -0.68
51 H 0.21
52 H 0.13
53 H 0.30
54 H 0.30
55 H 0.32
56 H 0.21
57 C -0.58
58 O -0.32
59 C 0.79
60 O -0.54
61 O -0.33
62 C -0.62
63 H 0.24
64 H 0.29
65 H 0.26
66 H 0.29
67 H 0.29
68 H 0.22

=====

[5]
Molecular formula: C4H12
Method: DFT, ωB97M-V with the def2-TZVPD basis set

Its orbital gap is 12.70 eV. The energy above the lowest of the compared OMol25 structures with the same formula, charge and spin comes out at 33.3 kcal/mol. Its SMILES is CC.CC.

```
! wB97M-V def2-TZVPD RIJCOSX def2/J DEFGRID3
* xyz 0 1
C 1.27100 0.62842 0.84719
C 2.03566 1.56471 1.73331
H 0.17601 0.89459 0.62356
H 1.59901 0.44038 -0.21909
H 1.10941 -0.23651 1.29800
H 1.41594 2.37660 2.13952
H 2.98119 1.91668 1.41028
H 2.36141 0.83799 2.45110
C -2.13915 -1.15101 -0.73386
C -1.14447 -0.94810 -1.85018
H -1.55837 -1.30778 0.15609
H -2.76890 -0.22697 -0.60930
H -2.78961 -2.11022 -0.80732
H -1.43019 -1.06323 -2.91120
H -0.43912 -1.60098 -1.70422
H -0.67982 -0.01458 -1.82388
*
```

And the Mulliken charges, in e, turn out to be:
1 C -0.79
2 C -0.90
3 H 0.19
4 H 0.30
5 H 0.37
6 H 0.24
7 H 0.32
8 H 0.26
9 C -0.69
10 C -1.01
11 H 0.21
12 H 0.22
13 H 0.29
14 H 0.34
15 H 0.37
16 H 0.29

=====

[6]
Molecular formula: C5H10O2
Method: DFT, ωB97M-V with the def2-TZVPD basis set

Its orbital gap is 9.92 eV. The energy above the lowest of the compared OMol25 structures with the same formula, charge and spin comes out at 90.6 kcal/mol. Its SMILES is CO[C@H]1C[C@H]1CO.

```
! wB97M-V def2-TZVPD RIJCOSX def2/J DEFGRID3
* xyz 0 1
C -0.08853 -0.06633 2.35251
O 0.18977 -0.14308 1.01143
C -0.24812 0.91236 0.25839
C 0.77630 1.44052 -0.62872
C -0.10900 0.43082 -1.27192
C 0.38319 -0.97707 -1.47818
O -0.64747 -1.94519 -1.43018
H -1.16776 -0.06042 2.40969
H 0.21164 0.92477 2.65480
H 0.28525 -0.78975 3.10125
H -1.32229 1.07018 0.11797
H 0.68970 2.46439 -0.93258
H 1.76559 1.07658 -0.36685
H -0.81775 0.79774 -2.02426
H 0.82956 -1.07611 -2.46868
H 1.16659 -1.18548 -0.73728
H -1.05285 -1.84803 -0.55778
*
```

And the Mulliken charges, in e, turn out to be:
1 C -0.82
2 O -0.29
3 C -0.09
4 C -0.54
5 C -0.29
6 C -0.53
7 O -0.52
8 H 0.34
9 H 0.32
10 H 0.25
11 H 0.36
12 H 0.28
13 H 0.23
14 H 0.38
15 H 0.36
16 H 0.24
17 H 0.32

=====

[7]
Molecular formula: C6H9FO3
Method: DFT, ωB97M-V with the def2-TZVPD basis set

Its orbital gap (alpha / beta) is 7.97 / 7.97 eV. The energy above the lowest of the compared OMol25 structures with the same formula, charge and spin comes out at 57.7 kcal/mol.

```
! wB97M-V def2-TZVPD RIJCOSX def2/J DEFGRID3
* xyz 0 1
C 3.32808 -0.19378 -0.17862
C 1.84266 1.66627 -0.11766
C 0.94290 0.72036 0.59305
C -0.33006 -1.32870 0.99532
C -0.96908 0.20289 -0.90049
C 0.23103 -0.38485 -0.07727
O 4.03345 -0.96833 -0.75574
O 2.84246 0.93445 -0.88848
O 2.97822 -0.27269 1.03297
F 0.66149 1.00308 1.80516
H 1.18741 1.97944 -0.92961
H 2.28212 2.47711 0.45840
H -1.09176 -0.86702 1.58354
H 0.41717 -1.75263 1.73417
H -0.72832 -2.16902 0.38298
H -1.74007 0.94841 -0.42106
H -1.61509 -0.62792 -1.22051
H -0.50022 0.83084 -1.70216
H 0.92603 -0.77492 -0.87012
*
```

And the Mulliken charges, in e, turn out to be:
1 C 0.69
2 C -0.45
3 C 0.27
4 C -1.49
5 C -1.31
6 C 0.89
7 O -0.59
8 O -0.31
9 O -0.59
10 F -0.20
11 H 0.29
12 H 0.32
13 H 0.36
14 H 0.35
15 H 0.41
16 H 0.28
17 H 0.39
18 H 0.40
19 H 0.30

=====

F_max, respectively: 0.052, 0.028, 0.004, 0.033, 0.120, 0.068, 0.068 Eh/bohr.